1.
Here is a molecular structure, C38H32AsN3O13P2Sr from the Open Molecules 2025 dataset. Energies are from ωB97M-V/def2-TZVPD.

Last column: Löwdin charge in e.
Atoms and positions in Å:
Sr -1.52 -0.38 0.50  1.421
O -2.63 4.85 -5.25  -0.058
C -2.54 5.07 -4.03  -0.698
O -2.89 6.08 -3.37  -0.067
C -1.81 3.98 -3.21  -0.093
C -1.33 2.82 -3.79  0.049
C -0.66 1.88 -3.01  -0.200
N -0.47 2.02 -1.70  0.172
C -0.93 3.14 -1.14  -0.241
C -1.60 4.14 -1.85  0.034
C -0.75 3.28 0.32  -0.207
C -0.68 4.53 0.93  -0.006
C -0.64 4.63 2.31  -0.066
C -0.66 3.46 3.06  -0.066
C -0.68 2.26 2.38  -0.179
N -0.70 2.16 1.05  0.033
C -0.09 0.66 -3.66  -0.225
C -0.84 -0.06 -4.58  -0.024
C -0.28 -1.18 -5.17  -0.069
C 1.02 -1.52 -4.84  -0.058
C 1.69 -0.73 -3.92  -0.131
N 1.16 0.34 -3.34  0.136
H -1.45 2.69 -4.86  0.119
H -2.01 5.02 -1.38  0.110
H -0.66 5.42 0.32  0.112
H -0.59 5.60 2.79  0.102
H -0.65 3.47 4.14  0.101
H -0.67 1.33 2.93  0.097
H -1.87 0.23 -4.79  0.117
H -0.85 -1.78 -5.86  0.109
H 1.49 -2.40 -5.25  0.103
H 2.70 -0.99 -3.62  0.091
O -1.17 -4.45 -2.81  -0.041
C -1.09 -3.24 -2.53  -0.649
O -1.90 -2.32 -2.78  -0.081
C 0.09 -2.84 -1.56  -0.562
O 1.21 -3.33 -1.69  -0.008
O -0.18 -1.92 -0.69  -0.335
C -3.69 -1.67 -0.67  -0.129
C -4.39 -0.97 0.51  -0.572
O -5.74 -1.48 0.51  -0.079
P -3.70 -1.34 2.26  0.257
O -5.07 -1.33 3.12  -0.141
O -2.90 -0.11 2.65  -0.433
O -3.05 -2.66 2.24  -0.275
P -4.46 0.86 0.23  0.454
O -5.77 1.15 -0.62  -0.080
O -4.91 1.51 1.60  -0.112
O -3.19 1.36 -0.35  -0.329
H -3.14 -2.56 -0.38  0.088
H -3.04 -1.07 -1.31  0.040
H -4.48 -2.00 -1.34  0.105
H -6.24 -0.98 1.17  0.078
H -5.47 -2.21 3.07  0.081
H -4.25 1.24 2.28  0.060
H -5.66 0.91 -1.55  0.106
C 4.40 1.64 4.24  -0.114
C 3.50 2.30 3.42  -0.098
C 2.71 1.57 2.54  -0.121
C 2.80 0.18 2.46  -0.359
C 3.72 -0.46 3.29  -0.110
C 4.51 0.26 4.17  -0.100
As 1.67 -0.73 1.11  1.334
C 1.56 -2.46 1.99  -0.384
C 1.67 -3.66 1.31  -0.092
C 1.44 -4.86 1.98  -0.072
C 1.09 -4.86 3.32  -0.105
C 0.96 -3.66 4.00  -0.101
C 1.19 -2.46 3.34  -0.136
C 3.12 -0.86 -0.18  -0.355
C 3.19 0.16 -1.12  -0.128
C 4.26 0.22 -2.00  -0.111
C 5.26 -0.74 -1.94  -0.107
C 5.18 -1.77 -1.01  -0.093
C 4.11 -1.83 -0.13  -0.097
H 5.01 2.20 4.94  0.090
H 3.41 3.38 3.46  0.096
H 2.01 2.09 1.89  0.082
H 3.81 -1.54 3.24  0.099
H 5.22 -0.26 4.81  0.093
H 1.86 -3.66 0.24  0.078
H 1.50 -5.79 1.43  0.103
H 0.90 -5.80 3.83  0.091
H 0.66 -3.65 5.04  0.093
H 1.08 -1.53 3.88  0.098
H 2.38 0.88 -1.21  0.083
H 4.30 1.01 -2.74  0.104
H 6.09 -0.70 -2.64  0.091
H 5.94 -2.54 -0.98  0.093
H 4.05 -2.64 0.58  0.094

Output
Kohn-Sham gap: 6.185 eV
LUMO energy: 3.72 eV
energy relative to the best compared isomer or geometry (same formula, charge and spin): 0.000 eV
DFT total energy: -151277.467 eV
total charge: -2
HOMO: -0.09065 hartree

2.
Here is a molecular structure, C38H32ClN3O10P2Zr from the Open Molecules 2025 dataset. Energies are from ωB97M-V/def2-TZVPD.

Last column: Löwdin charge in e.
Atoms and positions in Å:
Zr 1.00 -1.29 1.02  1.685
C 0.63 -4.05 3.38  -0.035
C -0.58 -3.78 2.74  -0.040
C -0.62 -3.65 1.35  -0.113
C 0.56 -3.83 0.60  -0.175
C 1.78 -4.05 1.26  -0.092
C 1.81 -4.16 2.65  -0.046
H 0.65 -4.15 4.45  0.136
H -1.49 -3.67 3.31  0.121
H -1.56 -3.49 0.83  0.113
H 0.52 -3.83 -0.48  0.126
H 2.69 -4.18 0.68  0.135
H 2.74 -4.34 3.16  0.134
C -2.04 2.41 1.16  -0.086
N -1.09 1.28 1.10  -0.479
P -1.59 -0.33 1.25  0.943
C -2.91 -0.69 0.08  -0.364
C -4.16 -0.11 0.29  -0.084
C -5.18 -0.29 -0.64  -0.040
C -4.95 -1.07 -1.77  -0.038
C -3.71 -1.66 -1.98  -0.048
C -2.68 -1.46 -1.06  -0.107
C -2.36 -0.46 2.87  -0.367
C -3.32 -1.45 3.11  -0.102
C -3.85 -1.59 4.38  -0.053
C -3.44 -0.76 5.41  -0.042
C -2.48 0.22 5.18  -0.044
C -1.94 0.36 3.91  -0.097
P 0.48 1.36 0.46  0.975
C 1.42 2.72 1.15  -0.350
C 0.97 4.04 0.97  -0.086
C 1.72 5.10 1.45  -0.044
C 2.93 4.86 2.09  -0.037
C 3.40 3.56 2.23  -0.044
C 2.65 2.49 1.76  -0.098
C 0.34 1.78 -1.29  -0.338
C -0.82 1.51 -2.01  -0.078
C -0.90 1.84 -3.35  -0.052
C 0.19 2.42 -3.99  -0.053
C 1.36 2.68 -3.28  -0.050
C 1.44 2.36 -1.93  -0.073
H -2.82 2.16 1.88  0.082
H -2.48 2.61 0.19  0.091
H -1.53 3.29 1.53  0.076
H -4.36 0.47 1.18  0.110
H -6.15 0.15 -0.48  0.121
H -5.74 -1.22 -2.49  0.121
H -3.54 -2.27 -2.86  0.118
H -1.71 -1.90 -1.24  0.078
H -3.68 -2.08 2.31  0.112
H -4.61 -2.35 4.57  0.119
H -3.86 -0.87 6.40  0.120
H -2.16 0.88 5.98  0.119
H -1.18 1.12 3.73  0.106
H 0.06 4.24 0.42  0.108
H 1.37 6.11 1.32  0.120
H 3.52 5.69 2.46  0.121
H 4.36 3.38 2.69  0.121
H 3.04 1.49 1.85  0.075
H -1.68 1.06 -1.52  0.087
H -1.81 1.64 -3.90  0.121
H 0.12 2.69 -5.04  0.124
H 2.20 3.14 -3.78  0.121
H 2.34 2.59 -1.38  0.119
O 2.76 -0.81 2.26  -0.433
Cl 2.08 -0.71 3.61  0.768
O 2.16 0.59 4.12  -0.183
O 2.54 -1.72 4.46  -0.184
O 0.66 -1.00 3.15  -0.481
O 2.53 -1.08 -0.46  -0.104
C 1.68 -1.13 -1.42  -0.539
O 0.47 -1.36 -1.07  -0.185
C 2.05 -0.91 -2.81  -0.103
C 3.37 -0.65 -3.15  0.104
C 3.67 -0.39 -4.47  -0.083
C 2.70 -0.37 -5.46  0.127
C 1.40 -0.63 -5.08  -0.096
C 1.05 -0.91 -3.78  0.085
N 0.33 -0.57 -6.10  -0.340
O 0.65 -0.27 -7.22  0.132
O -0.80 -0.79 -5.71  0.089
N 5.08 -0.10 -4.84  -0.344
O 5.30 0.12 -6.00  0.129
O 5.88 -0.11 -3.93  0.110
H 4.16 -0.64 -2.41  0.144
H 2.96 -0.16 -6.49  0.148
H 0.01 -1.10 -3.53  0.134

Output
Kohn-Sham gap: 7.411 eV
LUMO energy: -7.04 eV
energy relative to the best compared isomer or geometry (same formula, charge and spin): 0.000 eV
DFT total energy: -97229.183 eV
total charge: +2
HOMO: -0.53122 hartree

- What is the LUMO energy in the first record?
  3.72 eV

- Among the records above, which one has the highest DFT total energy?
  C38H32ClN3O10P2Zr

- What is the DFT total energy in the first record?
  -151277.467 eV